[1]
ORCA calculation (wB97M-V/def2-TZVPD) on a cluster of 4 separate species, C13H35B2BrO7 in total.

The SMILES is CB(O)BBr.COCCOC.COCCOC.COCCOC. The HOMO-LUMO gap comes out at 0.32046 Ha. The calculation puts the total energy at -99772.448 eV. The calculation puts the strongest force on any atom at 3.18 eV/Å. Its spin multiplicity is 1. The charge is 0.

Cartesian coordinates (Å):
C  -4.787  -1.538  -2.169
B  -4.119  -1.761  -0.679
O  -4.696  -1.341  0.613
B  -2.644  -2.571  -0.661
Br  -0.906  -1.601  -0.413
H  -4.354  -0.621  -2.762
H  -4.485  -2.501  -2.807
H  -5.955  -1.462  -2.181
H  -4.880  -2.192  1.125
H  -2.727  -3.745  -0.836
C  1.148  2.382  -0.223
O  1.869  1.248  -0.692
C  1.692  1.035  -2.096
C  2.896  1.546  -2.894
O  3.006  2.971  -2.814
C  3.997  3.383  -1.878
H  1.515  2.632  0.777
H  1.288  3.253  -0.871
H  0.084  2.140  -0.157
H  0.762  1.498  -2.447
H  1.605  -0.046  -2.246
H  2.750  1.297  -3.950
H  3.824  1.063  -2.561
H  4.992  3.230  -2.309
H  3.919  2.846  -0.930
H  3.862  4.452  -1.685
C  7.365  -0.565  -2.685
O  6.741  -0.377  -1.420
C  5.642  -1.271  -1.219
C  6.038  -2.449  -0.323
O  7.001  -3.290  -0.967
C  8.325  -3.048  -0.501
H  8.325  -0.040  -2.675
H  7.551  -1.623  -2.897
H  6.739  -0.138  -3.473
H  5.244  -1.622  -2.179
H  4.853  -0.699  -0.718
H  5.152  -3.064  -0.137
H  6.412  -2.099  0.647
H  8.450  -3.493  0.492
H  8.560  -1.982  -0.459
H  9.025  -3.531  -1.190
C  -5.122  0.149  3.342
O  -5.589  1.459  3.643
C  -6.564  1.918  2.702
C  -7.983  1.790  3.262
O  -8.351  0.418  3.437
C  -8.241  -0.002  4.794
H  -4.582  -0.232  4.214
H  -5.944  -0.538  3.117
H  -4.434  0.189  2.493
H  -6.466  1.385  1.748
H  -6.354  2.977  2.516
H  -8.687  2.218  2.542
H  -8.089  2.345  4.203
H  -9.080  0.402  5.370
H  -7.298  0.312  5.247
H  -8.293  -1.095  4.820

=====

[2]
ORCA calculation (wB97M-V/def2-TZVPD) on a cluster of 3 separate species, C13H35N3O3PS in total.

The HOMO-LUMO gap comes out at 0.26420 Ha. The calculation puts the total energy at -44782.979 eV. The calculation puts the strongest force on any atom at 2.41 eV/Å. Its spin multiplicity is 1. Its energy above the lowest of the compared OMol25 structures with the same formula, charge and spin is 0.00 kJ/mol. The charge is -1.

Cartesian coordinates (Å):
C  6.223  -0.449  -1.281
C  4.761  0.064  -0.937
C  4.158  -0.609  0.373
C  3.229  -1.842  -0.029
O  2.196  -1.439  -0.914
P  0.913  -0.536  -0.127
N  0.103  -0.351  -1.826
C  0.304  -1.389  -2.394
S  0.079  -2.909  -2.998
H  6.339  -0.748  -2.363
H  6.425  -1.364  -0.656
H  6.986  0.361  -1.106
H  4.125  -0.132  -1.841
H  4.724  1.177  -0.774
H  3.600  0.136  0.999
H  4.991  -1.062  0.992
H  2.881  -2.436  0.859
H  3.908  -2.527  -0.630
H  0.146  -1.766  0.008
H  1.488  -0.670  1.186
H  1.622  0.724  -0.307
H  -0.213  0.171  0.433
C  -4.009  -0.655  -5.643
C  -3.279  -0.712  -4.303
C  -4.191  -1.079  -3.119
O  -5.031  -0.021  -2.668
C  -6.207  0.162  -3.431
N  -2.593  0.566  -4.084
H  -4.604  0.253  -5.759
H  -3.291  -0.671  -6.466
H  -4.674  -1.516  -5.766
H  -2.519  -1.496  -4.383
H  -3.550  -1.326  -2.267
H  -4.785  -1.978  -3.332
H  -6.604  -0.785  -3.809
H  -6.020  0.853  -4.257
H  -6.959  0.620  -2.784
H  -2.023  0.492  -3.241
H  -3.304  1.252  -3.834
C  1.822  1.641  4.390
C  0.419  1.925  3.860
C  -0.617  2.189  4.969
O  -1.063  1.024  5.652
C  -0.190  0.566  6.667
N  0.014  0.822  2.985
H  1.922  0.629  4.787
H  2.556  1.739  3.588
H  2.095  2.347  5.180
H  0.483  2.835  3.252
H  -1.512  2.611  4.501
H  -0.258  2.940  5.686
H  0.316  1.391  7.179
H  0.543  -0.129  6.252
H  -0.786  0.017  7.399
H  -0.876  1.058  2.550
H  -0.214  0.028  3.582

=====

[3]
ORCA calculation (wB97M-V/def2-TZVPD) on a structure of composition C13H36AlAsClO5SSi3.

The HOMO-LUMO gap comes out at 0.33139 Ha. The calculation puts the total energy at -138721.071 eV. The calculation puts the strongest force on any atom at 2.81 eV/Å. Its spin multiplicity is 1. Its energy above the lowest of the compared OMol25 structures with the same formula, charge and spin is 43.55 kJ/mol. The charge is +1.

Cartesian coordinates (Å):
Al  -0.043  -0.179  -0.863
C  -0.472  -3.048  -1.266
O  0.047  -1.929  -0.533
Si  0.692  -1.895  1.124
C  2.228  -3.050  1.332
C  -0.511  -2.948  2.128
C  0.719  -0.003  1.079
Si  2.513  0.669  1.202
C  3.335  0.112  2.820
C  2.701  2.540  0.944
C  3.623  0.076  -0.209
Si  -0.374  0.991  2.329
C  0.154  0.814  4.113
C  -2.085  0.193  2.471
C  -0.662  2.844  2.209
H  -0.080  -2.969  -2.280
H  -1.551  -2.949  -1.219
H  -0.126  -3.978  -0.764
H  3.189  -2.527  1.273
H  2.263  -3.931  0.637
H  2.189  -3.550  2.296
H  -0.960  -2.340  2.899
H  -0.002  -3.818  2.692
H  -1.355  -3.500  1.651
H  3.100  -0.892  3.173
H  3.065  0.748  3.673
H  4.337  0.305  2.595
H  1.787  3.141  0.730
H  3.429  2.695  0.098
H  3.136  2.873  1.916
H  4.336  0.874  -0.373
H  3.143  -0.195  -1.191
H  4.174  -0.854  0.066
H  0.851  -0.004  4.057
H  -0.679  0.479  4.765
H  0.644  1.725  4.511
H  -2.486  0.203  3.499
H  -1.966  -0.870  2.142
H  -2.819  0.688  1.797
H  -1.241  3.211  1.350
H  0.217  3.504  2.366
H  -1.328  2.986  3.110
O  0.634  1.573  -3.932
Cl  1.270  1.194  -2.710
O  2.648  1.623  -2.698
O  0.476  1.675  -1.504
O  1.137  -0.365  -2.542
C  -4.723  -0.065  -3.333
As  -2.881  0.572  -3.193
C  -1.905  -0.534  -4.447
C  -2.809  2.419  -3.548
S  -2.210  0.113  -1.134
H  -5.350  0.898  -3.419
H  -5.012  -0.675  -2.522
H  -4.833  -0.637  -4.264
H  -1.863  -0.115  -5.481
H  -2.583  -1.440  -4.544
H  -0.885  -0.804  -4.159
H  -3.324  2.605  -4.472
H  -1.717  2.690  -3.762
H  -3.199  3.030  -2.685

=====

[4]
ORCA calculation (wB97M-V/def2-TZVPD) on a structure of composition C13H36F3O9S7.

The HOMO-LUMO gap comes out at 0.26874 Ha. The calculation puts the total energy at -116469.963 eV. The calculation puts the strongest force on any atom at 7.40 eV/Å. Its spin multiplicity is 1. Its energy above the lowest of the compared OMol25 structures with the same formula, charge and spin is 1719.28 kJ/mol. The charge is -1.

Cartesian coordinates (Å):
C  0.053  0.735  -0.351
F  0.135  -0.158  -1.326
F  1.280  1.259  -0.151
F  -0.943  1.642  -0.552
S  -0.382  -0.215  1.298
O  -1.821  -0.648  1.150
O  0.447  -1.406  1.411
O  -0.077  0.790  2.328
C  -2.692  1.578  -1.959
S  -2.414  3.079  -0.925
O  -1.754  4.233  -1.620
C  -4.159  3.723  -0.782
H  -3.235  1.985  -2.812
H  -3.424  0.938  -1.467
H  -1.875  0.935  -2.287
H  -4.180  4.604  -0.142
H  -4.963  3.088  -0.411
H  -4.594  3.945  -1.757
C  -0.212  -3.478  1.703
S  -0.818  -3.229  3.410
O  -2.292  -3.766  3.333
C  0.247  -4.519  4.193
H  -0.503  -4.506  1.487
H  0.864  -3.346  1.820
H  -0.536  -2.759  0.951
H  -0.352  -5.052  4.932
H  1.169  -4.237  4.701
H  0.471  -5.257  3.423
C  1.952  1.671  -2.357
S  1.083  3.242  -2.922
O  2.008  3.964  -3.899
C  -0.095  2.371  -4.146
H  2.529  1.100  -3.085
H  1.285  0.954  -1.876
H  2.715  1.893  -1.611
H  0.605  1.939  -4.861
H  -0.858  3.002  -4.603
H  -0.527  1.528  -3.607
C  2.844  1.074  3.060
S  2.541  -0.017  4.472
O  2.204  0.958  5.559
C  0.895  -0.564  3.768
H  3.757  1.664  3.142
H  1.978  1.731  2.978
H  2.858  0.503  2.132
H  1.075  -1.003  2.787
H  0.322  0.363  3.724
H  0.415  -1.260  4.456
C  -1.493  -1.010  -1.646
S  -3.275  -1.717  -1.646
O  -3.128  -3.249  -1.472
C  -3.797  -1.301  -3.364
H  -0.839  -1.616  -1.020
H  -1.430  0.075  -1.568
H  -1.065  -1.200  -2.631
H  -3.491  -0.367  -3.834
H  -4.829  -0.950  -3.384
H  -3.691  -2.038  -4.160
C  4.447  0.100  -0.756
S  4.050  -0.671  0.878
O  4.347  0.609  1.674
C  2.198  -0.696  0.798
H  5.383  0.658  -0.716
H  3.778  0.948  -0.908
H  4.439  -0.649  -1.548
H  1.843  0.305  1.043
H  1.756  -1.189  1.664
H  1.772  -1.113  -0.114

=====

[5]
ORCA calculation (wB97M-V/def2-TZVPD) on a structure of composition C13H36F3O9S7Zn.

The HOMO-LUMO gap comes out at 0.29584 Ha. The calculation puts the total energy at -164898.459 eV. The calculation puts the strongest force on any atom at 5.04 eV/Å. Its spin multiplicity is 1. Its energy above the lowest of the compared OMol25 structures with the same formula, charge and spin is 303.66 kJ/mol. The charge is +1.

Cartesian coordinates (Å):
Zn  -0.243  0.645  -0.639
C  -3.244  3.214  1.969
F  -3.302  3.947  3.166
F  -4.353  2.559  1.786
F  -3.150  4.082  0.939
S  -1.708  2.003  2.047
O  -2.239  0.846  2.855
O  -1.394  1.628  0.668
O  -0.629  2.716  2.784
C  0.824  -2.418  -4.104
S  1.610  -1.181  -2.994
O  0.681  -0.314  -2.144
C  2.221  -2.406  -1.850
H  0.577  -1.915  -5.039
H  -0.051  -2.837  -3.608
H  1.603  -3.134  -4.369
H  2.073  -2.080  -0.821
H  3.228  -2.650  -2.189
H  1.646  -3.332  -1.851
C  2.858  2.027  1.859
S  2.444  0.251  1.581
O  1.312  0.307  0.529
C  4.035  -0.190  0.701
H  3.924  2.242  1.788
H  2.396  2.304  2.807
H  2.301  2.587  1.108
H  3.910  -0.136  -0.380
H  4.300  -1.208  0.987
H  5.005  0.285  0.849
C  -1.813  -2.887  1.570
S  -2.218  -2.016  0.006
O  -0.995  -1.098  -0.220
C  -1.953  -3.393  -1.021
H  -1.838  -2.260  2.461
H  -0.852  -3.401  1.534
H  -2.569  -3.626  1.833
H  -2.426  -3.275  -1.996
H  -2.423  -4.285  -0.606
H  -0.951  -3.649  -1.365
C  0.298  -1.174  4.258
S  0.107  -2.038  5.846
O  -0.779  -3.200  5.524
C  1.767  -2.530  6.112
H  0.862  -0.393  4.769
H  -0.628  -1.002  3.709
H  0.995  -1.624  3.552
H  2.222  -1.682  6.623
H  2.339  -2.774  5.216
H  1.442  -3.207  6.902
C  -4.034  1.535  -1.660
S  -2.557  1.455  -2.775
O  -1.569  0.644  -2.021
C  -3.221  0.378  -4.042
H  -5.012  1.672  -2.120
H  -3.938  2.261  -0.853
H  -4.189  0.593  -1.133
H  -2.437  0.100  -4.746
H  -3.983  0.804  -4.695
H  -3.670  -0.584  -3.793
C  1.010  3.011  -3.676
S  0.953  3.567  -1.939
O  0.494  2.314  -1.208
C  2.729  3.805  -1.614
H  1.947  2.537  -3.971
H  0.784  3.762  -4.433
H  0.242  2.238  -3.697
H  3.120  4.614  -2.231
H  3.214  2.895  -1.966
H  2.893  4.069  -0.569

=====

[6]
ORCA calculation (wB97M-V/def2-TZVPD) on a structure of composition C13H36KO15.

The HOMO-LUMO gap comes out at 0.27712 Ha. The calculation puts the total energy at -61105.066 eV. The calculation puts the strongest force on any atom at 2.18 eV/Å. Its spin multiplicity is 1. Its energy above the lowest of the compared OMol25 structures with the same formula, charge and spin is 0.00 kJ/mol. The charge is -1.

Cartesian coordinates (Å):
K  -0.904  3.542  -1.118
C  -0.078  0.825  0.597
O  -0.992  1.634  1.061
O  0.421  -0.072  1.347
O  0.183  0.989  -0.662
C  2.958  -2.120  2.871
C  3.578  -0.792  2.520
O  2.732  0.290  2.806
O  2.777  -2.164  4.290
H  3.606  -2.965  2.629
H  1.986  -2.280  2.393
H  3.804  -0.794  1.435
H  4.557  -0.613  2.967
H  1.892  0.222  2.309
H  2.268  -1.412  4.607
C  -0.968  -3.113  0.439
C  0.439  -3.666  0.150
O  1.350  -2.638  -0.091
O  -1.033  -2.380  1.653
H  -1.726  -3.888  0.554
H  -1.211  -2.425  -0.378
H  0.323  -4.336  -0.712
H  0.742  -4.371  0.937
H  1.100  -1.835  0.396
H  -0.561  -1.520  1.562
C  -3.712  0.268  -1.150
C  -5.201  0.072  -0.936
O  -5.679  -1.150  -1.507
O  -3.389  1.468  -0.449
H  -3.596  0.419  -2.229
H  -3.058  -0.555  -0.868
H  -5.678  0.926  -1.435
H  -5.522  0.122  0.108
H  -6.628  -1.181  -1.373
H  -2.601  1.283  0.110
C  0.266  3.161  3.889
C  -0.585  2.118  4.633
O  -0.479  0.792  4.149
O  -0.350  3.656  2.735
H  1.288  2.792  3.738
H  0.310  3.995  4.604
H  -1.653  2.376  4.624
H  -0.271  2.050  5.681
H  -0.404  0.735  3.183
H  -0.670  2.962  2.120
C  -0.798  0.090  -3.658
C  -0.853  -0.686  -4.957
O  0.360  -1.382  -5.168
O  -0.672  -0.829  -2.580
H  -1.676  0.733  -3.518
H  0.107  0.702  -3.723
H  -0.940  0.052  -5.759
H  -1.745  -1.316  -5.011
H  0.541  -1.864  -4.348
H  -0.379  -0.268  -1.824
C  3.105  0.776  -2.548
C  2.736  2.241  -2.773
O  1.412  2.585  -2.369
O  3.180  0.419  -1.192
H  4.063  0.539  -3.009
H  2.346  0.146  -3.026
H  2.740  2.383  -3.863
H  3.480  2.926  -2.358
H  1.075  1.947  -1.698
H  2.288  0.382  -0.806